Record 1
Density functional theory data (ωB97M-V/def2-TZVPD) for a cluster of 9 separate species, C30H42O27 in total in a non-equilibrium geometry.

```
99
Properties=species:S:1:pos:R:3
C -1.622 6.837 -1.425
C -2.221 5.589 -2.052
C -1.192 4.479 -2.312
O -1.405 3.553 -1.252
C -2.589 3.844 -0.644
O -3.021 3.227 0.272
O -3.145 4.971 -1.147
H -1.225 6.582 -0.438
H -2.337 7.639 -1.259
H -0.793 7.178 -2.048
H -2.744 5.809 -2.982
H -0.167 4.834 -2.190
H -1.277 3.994 -3.283
C -1.385 -2.484 -3.563
C -1.950 -3.857 -3.224
C -3.308 -3.898 -2.484
O -3.938 -5.044 -3.032
C -3.314 -5.413 -4.162
O -3.684 -6.224 -4.945
O -2.181 -4.690 -4.336
H -0.347 -2.524 -3.880
H -1.459 -1.972 -2.599
H -1.977 -2.014 -4.348
H -1.234 -4.298 -2.515
H -3.834 -2.964 -2.708
H -3.186 -4.018 -1.411
C 4.471 -0.821 3.697
C 3.181 -0.094 3.365
C 1.878 -0.605 4.005
O 1.176 0.608 4.264
C 2.006 1.667 4.134
O 1.704 2.786 4.407
O 3.251 1.248 3.831
H 5.304 -0.219 3.334
H 4.572 -1.755 3.142
H 4.521 -1.012 4.767
H 3.050 -0.080 2.276
H 2.191 -1.179 4.882
H 1.368 -1.274 3.319
O -0.289 -2.562 1.285
C -0.216 -1.457 0.837
O -1.106 -0.903 0.001
C -0.604 0.356 -0.460
C 0.513 0.685 0.519
O 0.830 -0.635 1.009
H -0.269 0.258 -1.492
H -1.379 1.117 -0.395
H 0.183 1.401 1.270
H 1.428 0.966 0.001
O 1.385 2.059 -2.576
C 1.518 2.306 -3.741
O 2.675 2.137 -4.370
C 2.592 2.508 -5.742
C 1.152 3.032 -5.871
O 0.574 2.737 -4.588
H 3.298 3.309 -5.954
H 2.790 1.671 -6.405
H 0.611 2.378 -6.555
H 1.028 4.084 -6.105
O 2.809 -3.669 -4.530
C 2.894 -3.508 -3.357
O 1.854 -3.215 -2.546
C 2.306 -2.956 -1.247
C 3.846 -3.225 -1.293
O 4.033 -3.593 -2.651
H 2.211 -1.920 -0.918
H 1.844 -3.586 -0.487
H 4.152 -4.028 -0.629
H 4.345 -2.275 -1.110
O -6.602 -1.995 3.222
C -5.688 -2.083 2.482
O -4.467 -2.530 2.787
C -3.573 -2.376 1.701
C -4.420 -1.608 0.668
O -5.737 -1.765 1.138
H -2.671 -1.824 1.950
H -3.256 -3.350 1.327
H -4.304 -2.057 -0.316
H -4.131 -0.555 0.648
O -2.031 -5.355 6.470
C -1.343 -4.690 5.775
O -1.698 -3.459 5.315
C -0.558 -2.831 4.774
C 0.498 -3.923 4.666
O -0.109 -5.026 5.348
H -0.745 -2.480 3.755
H -0.285 -1.961 5.373
H 1.431 -3.617 5.143
H 0.728 -4.272 3.659
O -0.320 5.744 2.722
C 0.647 5.242 2.249
O 1.898 5.531 2.610
C 2.820 4.671 1.946
C 1.972 3.945 0.886
O 0.646 4.297 1.280
H 3.587 5.324 1.526
H 3.333 4.031 2.662
H 2.006 2.866 1.013
H 2.228 4.227 -0.133
```

Electronic energy, eV: -87074.23907
Energy relative to the best compared isomer or geometry (same formula, charge and spin), kJ/mol: 20.4
Strongest force on any atom, eV Å⁻¹: 2.12
Orbital gap, eV: 10.316
LUMO, hartree: -0.0185
Total charge: 0

Results of the Löwdin charge analysis, in e, for atoms 1 through 6: number 1, C, carries -0.01; number 2, C, carries -0.30; number 3, C, carries -0.10; number 4, O, carries 0.04; number 5, C, carries -0.55; number 6, O, carries 0.17

---

Record 2
Density functional theory data (ωB97M-V/def2-TZVPD) for a cluster of 7 separate species, C30H43Br2F3NO20 in total in a non-equilibrium geometry.

```
99
Properties=species:S:1:pos:R:3
O -4.427 4.315 0.059
C -4.590 3.059 0.111
O -5.453 2.338 -0.447
C -3.607 2.279 0.994
N -3.108 1.096 0.282
C -1.997 0.427 0.948
C -0.701 0.403 0.133
C -0.476 1.602 -0.777
F -0.990 2.720 -0.294
Br -1.198 1.166 -2.524
C 1.071 1.851 -0.863
F 1.469 2.349 0.289
F 1.710 0.699 -1.027
Br 1.689 3.074 -2.247
H -4.096 1.994 1.923
H -2.775 2.913 1.237
H -3.883 0.460 0.197
H -1.801 0.826 1.929
H -2.264 -0.609 1.113
H -0.680 -0.480 -0.477
H 0.132 0.322 0.812
C 5.615 -0.852 -0.845
C 4.883 -2.051 -1.387
C 3.472 -2.258 -0.893
O 3.318 -3.686 -1.028
C 4.537 -4.236 -0.921
O 4.744 -5.404 -0.809
O 5.498 -3.290 -0.948
H 6.685 -0.971 -1.004
H 5.288 0.053 -1.353
H 5.452 -0.730 0.227
H 4.913 -2.047 -2.480
H 2.720 -1.736 -1.479
H 3.358 -2.001 0.161
C -6.581 7.330 0.886
C -6.281 7.691 2.316
C -5.360 6.739 3.032
O -5.742 6.946 4.415
C -7.024 7.352 4.422
O -7.687 7.484 5.408
O -7.452 7.617 3.172
H -7.469 7.857 0.534
H -5.738 7.595 0.251
H -6.759 6.261 0.775
H -5.912 8.720 2.379
H -4.307 6.964 2.893
H -5.544 5.699 2.764
C 9.389 -2.817 -2.740
C 8.722 -1.938 -3.774
C 9.640 -1.229 -4.740
O 8.862 -0.075 -5.104
C 8.028 0.200 -4.070
O 7.371 1.182 -3.973
O 8.066 -0.805 -3.160
H 8.714 -3.020 -1.918
H 9.687 -3.766 -3.183
H 10.272 -2.335 -2.320
H 7.953 -2.501 -4.312
H 9.883 -1.813 -5.624
H 10.559 -0.887 -4.260
C -4.495 -2.150 -5.224
C -3.017 -2.380 -5.420
C -2.524 -3.785 -5.163
O -1.156 -3.560 -4.788
C -1.082 -2.315 -4.245
O -0.147 -1.875 -3.669
O -2.243 -1.648 -4.452
H -4.703 -1.086 -5.124
H -5.054 -2.537 -6.076
H -4.853 -2.641 -4.318
H -2.706 -2.039 -6.412
H -2.576 -4.435 -6.033
H -3.038 -4.255 -4.321
C 7.355 -8.234 -0.124
C 8.258 -7.263 0.594
C 7.599 -6.393 1.641
O 8.456 -5.236 1.643
C 9.007 -5.133 0.416
O 9.609 -4.187 0.021
O 8.769 -6.253 -0.306
H 7.827 -8.583 -1.042
H 7.147 -9.095 0.510
H 6.411 -7.764 -0.395
H 9.122 -7.785 1.016
H 7.570 -6.845 2.630
H 6.599 -6.080 1.348
C -9.078 5.064 6.775
C -9.870 3.898 6.241
C -10.346 2.903 7.274
O -10.461 1.696 6.509
C -9.576 1.783 5.478
O -9.294 0.882 4.763
O -9.069 3.038 5.402
H -8.517 5.563 5.989
H -9.743 5.795 7.235
H -8.357 4.731 7.524
H -10.710 4.253 5.637
H -11.304 3.160 7.720
H -9.605 2.744 8.062
```

Electronic energy, eV: -222488.48620
Strongest force on any atom, eV Å⁻¹: 1.47
Orbital gap, eV: 6.291
LUMO, hartree: 0.0677
Total charge: -1

Results of the Löwdin charge analysis, in e, for atoms 1 through 6: number 1, O, carries -0.11; number 2, C, carries -0.72; number 3, O, carries -0.08; number 4, C, carries -0.17; number 5, N, carries -0.07; number 6, C, carries -0.22